# 1
Below is a cluster of 7 separate species, C47H89BFNO17S7 in total at a distorted geometry, with properties calculated with the ωB97M-V functional and the def2-TZVPD basis.

Each line ends with the Mulliken charge.
Atoms and positions in Å:
C: -6.2934 -1.8284 -1.0373  -0.686
C: -5.5435 -0.5004 -0.4372  -0.439
S: -3.7796 -0.7657 0.1305  0.140
C: -2.6925 -1.5170 -1.1743  -1.614
C: -1.7210 -0.4681 -2.0055  0.826
C: -2.8043 0.2915 -2.9532  0.409
F: -2.7233 -0.0889 -4.4158  -0.449
C: -2.8027 1.9197 -2.9449  0.027
C: -2.4157 2.5804 -4.4326  -0.951
C: -0.7260 -1.5932 -2.7464  0.163
O: -0.8999 -2.3467 -3.8239  -0.646
O: 0.5297 -1.8306 -2.0094  -0.409
C: 0.3441 -1.0292 -0.7539  -0.717
B: 1.7976 -0.8161 0.0170  0.538
O: 1.9459 -0.3107 1.3960  -0.698
C: 3.1558 -1.2539 -0.8253  -0.317
C: 4.5445 -0.5816 -0.2706  0.094
C: -0.5124 0.3302 -1.2330  1.382
C: 0.4401 1.1388 -2.3399  0.061
C: 0.6562 2.7225 -2.0447  -0.470
C: 2.1536 3.1950 -1.5889  1.190
C: 3.3918 2.4978 -2.4358  -0.123
C: 2.4015 3.1705 0.0600  0.516
C: 1.3780 4.1394 0.8960  0.045
C: 1.3367 5.7029 0.4052  -0.450
C: -0.0214 6.3792 0.4607  0.260
C: -0.7924 6.7151 1.9019  -0.977
C: -0.8558 6.7869 -0.9011  -0.791
C: -0.7646 1.0025 0.2410  -1.192
O: -1.8978 1.9277 0.3425  -0.167
N: -2.0838 2.1967 1.6544  0.136
O: -3.2819 2.0825 1.9279  -0.318
H: -7.3851 -1.8508 -0.5637  0.165
H: -5.7213 -2.8151 -0.7762  0.212
H: -6.4415 -1.6595 -2.2042  0.281
H: -6.1827 -0.1507 0.5047  0.375
H: -5.5571 0.4367 -1.1765  0.349
H: -2.1065 -2.4182 -0.6809  0.239
H: -3.4123 -2.0349 -1.9745  0.517
H: -3.9146 -0.0310 -2.6511  -0.002
H: -2.0972 2.4431 -2.1842  -0.323
H: -3.9050 2.3130 -2.7276  0.385
H: -1.4663 2.0833 -4.9158  0.226
H: -2.0912 3.7006 -4.1788  0.265
H: -3.3383 2.6713 -5.1462  0.315
H: -0.2247 -1.6564 0.0893  0.032
H: 2.1104 -1.0805 2.0252  0.307
H: 3.2686 -2.4298 -0.6584  0.307
H: 3.0714 -1.1027 -1.9847  0.250
H: 4.4172 0.1471 0.6364  -0.036
H: 5.0792 -0.0819 -1.2096  -0.495
H: 5.2774 -1.4634 0.0561  0.318
H: 1.4374 0.5369 -2.6019  0.189
H: -0.1804 1.0718 -3.3596  0.192
H: -0.1038 3.2142 -1.2856  -0.384
H: 0.4484 3.2922 -3.0754  0.275
H: 2.2210 4.3551 -1.8686  -0.472
H: 2.9661 2.1233 -3.4751  0.254
H: 4.1672 3.3650 -2.6963  0.118
H: 3.9080 1.6581 -1.8055  -0.492
H: 2.4815 2.0754 0.4840  0.134
H: 3.4893 3.6417 0.2012  -0.528
H: 0.2726 3.7626 0.9641  -0.355
H: 1.7828 4.1572 2.0191  0.438
H: 2.3071 6.2542 0.0413  0.339
H: -0.9689 5.7176 2.5333  0.230
H: -1.8880 7.1400 1.7064  0.316
H: -0.2058 7.4718 2.5747  0.251
H: -1.7630 7.4563 -0.5852  0.378
H: -1.3283 5.7673 -1.3038  0.039
H: -0.1240 7.2750 -1.6730  0.186
H: 0.1758 1.6093 0.6573  0.231
H: -0.9519 0.1547 1.0603  0.565
O: -9.5126 -3.2130 2.7820  -0.711
S: -8.7409 -3.8880 1.7597  1.304
O: -8.9084 -3.6052 0.3482  -0.698
C: -7.0129 -3.7475 2.1718  -0.084
C: -6.7386 -4.9540 3.0571  -0.591
C: -7.4609 -6.1264 2.3950  -0.349
C: -8.8646 -5.6503 2.0250  -0.985
H: -6.8240 -2.7959 2.6717  0.243
H: -6.4411 -3.8042 1.2407  -0.060
H: -5.6659 -5.1427 3.1583  0.379
H: -7.1494 -4.7854 4.0598  0.224
H: -6.9205 -6.4220 1.4875  0.336
H: -7.5009 -7.0005 3.0524  0.290
H: -9.2246 -6.1307 1.1117  0.396
H: -9.5731 -5.8214 2.8401  0.409
O: 5.4462 4.2942 0.3234  -0.799
S: 5.9854 3.3020 1.2295  1.526
O: 5.1989 2.1851 1.7136  -0.768
C: 7.5066 2.6777 0.5428  -0.650
C: 8.5743 3.6220 1.0749  -0.679
C: 8.2254 3.8559 2.5440  -0.591
C: 6.7271 4.1448 2.6191  -0.862
H: 7.4478 2.6661 -0.5469  0.408
H: 7.6537 1.6625 0.9232  0.315
H: 9.5773 3.2015 0.9577  0.366
H: 8.5395 4.5733 0.5306  0.298
H: 8.4564 2.9529 3.1219  0.280
H: 8.8079 4.6776 2.9724  0.330
H: 6.2908 3.7679 3.5476  0.368
H: 6.5200 5.2137 2.5172  0.343
O: 2.7764 4.9257 -5.5035  -0.664
S: 4.0975 5.1717 -4.9646  1.258
O: 5.0445 4.1034 -4.7149  -0.627
C: 4.8897 6.4197 -5.9597  -0.784
C: 4.4738 7.7337 -5.3154  -0.647
C: 4.5900 7.5111 -3.8082  -0.731
C: 3.9337 6.1684 -3.4910  0.221
H: 4.5675 6.3297 -6.9985  0.414
H: 5.9710 6.2699 -5.8860  0.336
H: 5.1018 8.5634 -5.6530  0.385
H: 3.4345 7.9673 -5.5755  0.286
H: 5.6491 7.4801 -3.5248  0.312
H: 4.1225 8.3226 -3.2420  0.360
H: 4.4285 5.6661 -2.6559  -0.129
H: 2.8677 6.2846 -3.2772  0.144
O: -4.6771 -3.4601 5.0699  -0.701
S: -5.0714 -2.1339 4.6433  1.181
O: -5.2713 -1.7954 3.2483  -0.631
C: -6.5191 -1.6519 5.5638  -0.690
C: -5.9646 -0.9925 6.8177  -0.641
C: -4.8074 -0.1132 6.3460  -0.641
C: -3.9618 -0.9454 5.3834  -0.595
H: -7.1359 -2.5270 5.7755  0.376
H: -7.0785 -0.9345 4.9560  0.412
H: -6.7308 -0.4106 7.3382  0.365
H: -5.5903 -1.7563 7.5097  0.300
H: -5.2059 0.7644 5.8227  0.310
H: -4.2069 0.2503 7.1858  0.332
H: -3.5175 -0.3263 4.6000  0.241
H: -3.1789 -1.4961 5.9120  0.354
O: 8.0384 -1.2408 -0.7918  -0.613
S: 8.6669 -0.7476 -1.9992  1.250
O: 9.5332 0.4142 -2.0036  -0.712
C: 9.5182 -2.1011 -2.7859  -0.793
C: 8.4685 -2.7305 -3.6896  -0.578
C: 7.7355 -1.5630 -4.3487  -0.770
C: 7.4104 -0.5487 -3.2535  -0.031
H: 9.9040 -2.7890 -2.0316  0.396
H: 10.3424 -1.6828 -3.3715  0.329
H: 8.9224 -3.3953 -4.4304  0.353
H: 7.7630 -3.3200 -3.0920  0.296
H: 8.3879 -1.0997 -5.0988  0.290
H: 6.8276 -1.8937 -4.8628  0.361
H: 7.4356 0.4757 -3.6337  0.441
H: 6.4387 -0.7522 -2.7952  -0.195
O: -6.7986 -8.6800 3.6049  -0.747
S: -6.0269 -9.3550 2.5826  1.331
O: -6.1945 -9.0723 1.1710  -0.744
C: -4.2989 -9.2145 2.9947  -0.709
C: -4.0247 -10.4210 3.8800  -0.601
C: -4.7469 -11.5934 3.2178  -0.573
C: -6.1507 -11.1174 2.8479  -0.753
H: -4.1101 -8.2630 3.4946  0.348
H: -3.7272 -9.2712 2.0636  0.399
H: -2.9519 -10.6098 3.9812  0.359
H: -4.4355 -10.2524 4.8826  0.296
H: -4.2065 -11.8891 2.3104  0.293
H: -4.7869 -12.4675 3.8753  0.311
H: -6.5107 -11.5978 1.9346  0.341
H: -6.8592 -11.2885 3.6630  0.369

Summary:
LUMO ... 0.06 eV
SMILES ... CCSC[C@]1([C@H](F)CC)C(=O)O[C@@H](B(O)CC)[C@]1(CC[C@H](C)CCC=C(C)C)CON=O.O=S1(=O)CCCC1.O=S1(=O)CCCC1.O=S1(=O)CCCC1.O=S1(=O)CCCC1.O=S1(=O)CCCC1.O=S1(=O)CCCC1
Molecular weight ... 1194.498 g mol⁻¹
Multiplicity ... 1

***

# 2
Below is a cluster of 2 separate species, C5H11O2 in total, with properties calculated with the ωB97M-V functional and the def2-TZVPD basis.

Each line ends with the Mulliken charge.
Atoms and positions in Å:
C: -0.3630 2.5652 0.7611  -0.142
C: -1.0881 1.5216 1.6208  -0.887
C: 0.7974 3.2587 1.4878  -1.167
H: 0.0680 2.0373 -0.0957  0.197
H: -1.0593 3.2597 0.2880  0.367
H: -0.6644 1.5139 2.6299  0.295
H: 1.6140 3.4754 0.7981  0.317
H: 0.4894 4.2038 1.9369  0.277
H: -0.9042 0.5064 1.2745  0.139
H: -2.1696 1.6332 1.6838  0.285
H: 1.2163 2.5893 2.2389  0.341
C: 0.7474 -1.1726 -0.2872  -0.246
C: 0.0853 -2.1796 -1.2773  0.508
O: 0.8343 -2.5936 -2.1901  -0.729
O: -1.1074 -2.4620 -1.0413  -0.727
H: 0.6932 -1.5956 0.7227  0.209
H: 0.1954 -0.2370 -0.2214  -0.343
H: 1.7873 -1.0036 -0.5589  0.307

Summary:
LUMO ... 3.44 eV
Charge ... -1
Molecular weight ... 103.141 g mol⁻¹
Multiplicity ... 1
ΔE to the lowest compared entry with this formula, charge and spin ... 0.432 eV

***

# 3
Below is a cluster of 2 separate species, C3H12N3 in total at a distorted geometry, with properties calculated with the ωB97M-V functional and the def2-TZVPD basis.

Each line ends with the Mulliken charge.
Atoms and positions in Å:
C: -1.5029 -0.6329 1.1373  -1.032
C: -0.5129 1.4156 0.2031  -0.911
C: -0.3864 -0.7269 -1.0490  -1.154
N: 2.3852 -0.3173 -0.6851  -0.041
N: 1.9919 -0.3566 0.5676  -0.255
N: -0.5047 -0.0577 0.1898  0.222
H: -1.7651 -1.5519 0.6779  0.406
H: -1.0717 -0.8806 2.2148  0.279
H: -2.4898 -0.1948 1.1970  0.380
H: -0.5475 1.8126 -0.8225  0.366
H: -1.2828 1.8983 0.7794  0.345
H: 0.4863 1.6739 0.7986  0.257
H: 0.4223 -0.3297 -1.7293  0.433
H: -0.0226 -1.6790 -0.8844  0.457
H: -1.4200 -0.7512 -1.6139  0.386
H: 2.5035 -1.1625 -1.2732  0.309
H: 2.5546 0.6483 -0.9359  0.310
H: 1.9551 -1.2471 0.9420  0.241

Summary:
LUMO (spin up / spin down) ... -5.50 / -6.29 eV
Charge ... +1
Molecular weight ... 90.150 g mol⁻¹
Multiplicity ... 1
ΔE to the lowest compared entry with this formula, charge and spin ... 5.508 eV

***

# 4
Below is a structure of composition C24H22NO2PSSeZn, with properties calculated with the ωB97M-V functional and the def2-TZVPD basis.

Each line ends with the Mulliken charge.
Atoms and positions in Å:
Zn: 1.4177 0.7969 -0.9963  0.325
O: 0.5985 3.3425 -1.8550  -0.720
C: 0.3873 2.5434 -0.9637  -0.343
C: -0.6489 2.8413 0.0791  0.556
C: -1.1475 4.1411 0.1593  -0.681
C: -2.0971 4.4825 1.1042  -0.545
C: -2.5657 3.5134 1.9797  -0.663
C: -2.0834 2.2156 1.9047  -0.284
C: -1.1199 1.8593 0.9619  0.797
P: -0.5160 0.1293 0.8062  0.922
C: -1.7216 -0.8104 1.8188  -0.225
C: -1.4783 -1.2322 3.1218  -0.018
C: -2.4288 -1.9881 3.7948  -0.711
C: -3.6218 -2.3288 3.1762  -0.449
C: -3.8693 -1.9115 1.8748  -0.669
C: -2.9196 -1.1660 1.1969  -0.157
C: 0.9769 0.1515 1.8680  0.044
C: 1.7940 -0.9835 1.8112  -0.148
C: 2.9305 -1.0688 2.5960  -0.695
C: 3.2783 -0.0103 3.4227  -0.409
C: 2.4834 1.1239 3.4715  -0.770
C: 1.3329 1.2099 2.7001  -0.204
H: -0.7631 4.8697 -0.5433  0.497
H: -2.4760 5.4954 1.1571  0.394
H: -3.3108 3.7615 2.7252  0.411
H: -2.4593 1.4717 2.5941  0.386
H: -0.5515 -0.9613 3.6119  0.390
H: -2.2334 -2.3145 4.8086  0.404
H: -4.3584 -2.9203 3.7044  0.380
H: -4.7970 -2.1801 1.3853  0.392
H: -3.1038 -0.8391 0.1791  0.382
H: 1.5114 -1.8033 1.1579  0.430
H: 3.5679 -1.9401 2.5368  0.380
H: 4.1904 -0.0613 4.0009  0.382
H: 2.7667 1.9519 4.1090  0.407
H: 0.7097 2.0937 2.7522  0.395
O: 0.6686 -0.5528 -2.3951  -0.545
S: 1.2022 -1.7317 -3.1677  0.281
C: 1.8272 -1.0495 -4.7479  -0.640
C: 1.1003 -1.7853 -5.8629  -0.656
C: -0.3470 -1.9129 -5.3931  -0.588
C: -0.2743 -2.4667 -3.9769  -0.661
H: 2.9097 -1.1608 -4.7691  0.423
H: 1.5662 0.0091 -4.7129  0.346
H: 1.5352 -2.7776 -6.0057  0.297
H: 1.1783 -1.2453 -6.8064  0.336
H: -0.9308 -2.5645 -6.0433  0.345
H: -0.8209 -0.9296 -5.3850  0.291
H: -0.1277 -3.5472 -3.9640  0.408
H: -1.1226 -2.2070 -3.3464  0.367
Se: 3.7797 0.3386 -1.8591  -0.262
C: 4.7651 0.1378 -0.3582  0.231
N: 5.4162 -0.0293 0.5815  -0.551

Summary:
LUMO ... 0.24 eV
Molecular weight ... 563.836 g mol⁻¹
Multiplicity ... 1
ΔE to the lowest compared entry with this formula, charge and spin ... 0.000 eV

***

# 5
Below is a structure of composition CuFH14O7 at a distorted geometry, with properties calculated with the ωB97M-V functional and the def2-TZVPD basis.

Each line ends with the Mulliken spin population.
Atoms and positions in Å:
Cu: 0.1204 1.4491 0.8056  0.770
F: 0.2624 -0.3029 -0.0304  0.177
O: 2.5764 -0.4679 -1.1544  0.005
H: 1.6644 -0.4299 -0.7864  -0.004
H: 2.4104 -1.2789 -1.6364  0.000
O: -0.3696 -0.9779 -2.6084  0.001
H: -0.2726 -0.6739 -1.7234  -0.003
H: -0.5506 -0.1979 -3.1114  0.000
O: 0.1454 0.6091 2.7726  0.034
H: -0.7686 0.2311 2.9326  -0.002
H: 0.8214 0.3491 3.3686  0.000
O: 0.2774 2.2721 -1.2374  0.024
H: -0.2496 3.0721 -1.3974  0.000
H: 1.1114 2.4501 -1.7264  -0.001
O: -2.0156 1.1851 0.8136  0.000
H: -2.4406 0.4441 0.3986  0.001
H: -2.4836 1.9671 0.4246  0.000
O: -1.6636 -1.9999 -0.1174  0.004
H: -2.2226 -1.6139 -0.8304  0.001
H: -1.0156 -1.3249 -0.0114  -0.006
O: 1.8254 -1.6849 1.4156  0.001
H: 1.0594 -1.2849 1.0496  -0.003
H: 1.7774 -1.7909 2.3906  0.000

Summary:
LUMO (spin up / spin down) ... -5.76 / -8.69 eV
Charge ... +1
Molecular weight ... 208.649 g mol⁻¹
Multiplicity ... 2
ΔE to the lowest compared entry with this formula, charge and spin ... 2.674 eV

***

# 6
Below is a structure of composition C2H6O2P at a distorted geometry, with properties calculated with the ωB97M-V functional and the def2-TZVPD basis.

Each line ends with the Mulliken charge.
Atoms and positions in Å:
C: -1.6250 -0.3329 -1.3010  -0.470
C: 1.1917 0.6769 1.3693  -0.787
O: 2.3538 -1.6717 0.4069  -0.394
O: -0.8562 0.0542 -0.2983  -0.313
P: 1.1052 -0.8377 0.4006  1.005
H: -2.2535 -1.2648 -1.2733  0.299
H: -1.1982 -0.4420 -2.3273  0.294
H: -2.2399 0.6111 -1.4610  0.311
H: 1.7902 0.5972 2.2482  0.356
H: 0.2232 1.0962 1.5158  0.345
H: 1.5085 1.5135 0.7199  0.356

Summary:
LUMO (spin up / spin down) ... -8.79 / -8.79 eV
Charge ... +1
Molecular weight ... 93.042 g mol⁻¹
Multiplicity ... 1
ΔE to the lowest compared entry with this formula, charge and spin ... 4.203 eV

***

For each record above, in turn, the calculated E values are -6089.44612; -347.63379; -285.36301; -6053.27304; -2275.08670; -571.19337 Eh.